(1)
ORCA calculation (ωB97M-V/def2-TZVPD) on a 2-piece molecular cluster, C6H14O overall.

Values from the calculation:
Highest occupied orbital energy ... -9.5 eV
Structure (SMILES) ... C/C=C\[C@@H](C)O.C
LUMO level ... 0.949 eV
Max |F| ... 0.41 eV/A
Total charge ... 0
ΔE to the lowest compared entry with this formula, charge and spin ... 106.85 kJ/mol
Frontier orbital gap ... 10.42 eV

XYZ file:
```
21
C6H14O ωB97M-V/def2-TZVPD
H 1.084 -1.060 1.629
C 2.173 0.906 0.035
H 2.874 1.298 -0.714
H -1.898 -0.407 -1.010
H -2.486 2.602 1.441
H -2.121 -2.150 -0.870
H -3.166 1.120 0.721
H 1.072 -0.306 -1.363
H -1.402 1.274 0.931
C 0.657 -0.984 0.628
C -1.367 -1.356 -0.864
H 2.715 0.781 0.978
C 1.602 -0.439 -0.407
H 1.379 1.647 0.179
H 3.284 -1.023 -1.178
H -1.160 -1.715 1.305
O 2.646 -1.396 -0.557
H -2.246 2.265 -0.295
H -0.711 -1.510 -1.725
C -2.323 1.816 0.700
C -0.606 -1.362 0.435
```

natural (NBO) atomic charge list, values in e, 5 entries: atom 1 (H): 0.203, atom 2 (C): -0.625, atom 3 (H): 0.202, atom 4 (H): 0.222, atom 5 (H): 0.215

---

(2)
ORCA calculation (ωB97M-V/def2-TZVPD) on a 2-piece molecular cluster, C6H14O overall.

Values from the calculation:
Highest occupied orbital energy ... -9.5 eV
Structure (SMILES) ... C=C(CC)CC.O
LUMO level ... 0.763 eV
Max |F| ... 6.04 eV/A
Total charge ... 0
ΔE to the lowest compared entry with this formula, charge and spin ... 352.84 kJ/mol
Frontier orbital gap ... 10.28 eV

XYZ file:
```
21
C6H14O ωB97M-V/def2-TZVPD
H 1.181 -0.492 -1.427
H 2.103 1.090 0.710
C 1.017 -0.285 -0.399
H -5.043 2.261 -4.617
H -0.180 0.969 1.666
C 1.524 1.192 -0.131
H 1.987 1.592 -0.980
O -4.296 2.653 -5.156
H 2.439 -2.736 1.834
H -3.720 2.794 -4.414
H -0.134 -0.281 -0.395
H -1.583 0.278 1.170
H 3.369 -1.791 0.734
C -0.633 0.047 1.896
H -0.135 -2.093 2.437
C 2.315 -2.069 0.949
H 0.797 1.909 0.223
C 1.168 -1.468 0.663
H -0.861 -2.011 0.817
H -1.085 -0.046 2.906
C -0.229 -1.513 1.512
```

natural (NBO) atomic charge list, values in e, 5 entries: atom 1 (H): 0.219, atom 2 (H): 0.213, atom 3 (C): -0.451, atom 4 (H): 0.462, atom 5 (H): 0.230

---

(3)
ORCA calculation (ωB97M-V/def2-TZVPD) on a 2-piece molecular cluster, C6H14O overall.

Values from the calculation:
Highest occupied orbital energy ... -8.7 eV
Structure (SMILES) ... C=C(O)CC(C)C.[H][H]
LUMO level ... 0.913 eV
Max |F| ... 0.60 eV/A
Total charge ... 0
ΔE to the lowest compared entry with this formula, charge and spin ... 171.59 kJ/mol
Frontier orbital gap ... 9.61 eV

XYZ file:
```
21
C6H14O ωB97M-V/def2-TZVPD
H -2.118 0.818 1.964
H 0.140 1.116 1.455
H -3.196 -0.142 0.935
C -2.290 0.474 0.938
C -1.085 -0.303 0.401
H 1.853 0.268 -1.844
C 2.656 0.648 0.321
C -1.384 -0.811 -1.013
H -1.585 0.027 -1.694
H 2.370 -1.740 0.350
H -2.277 -1.449 -1.006
H -0.553 -1.392 -1.424
H -2.487 1.357 0.317
O 1.464 -1.404 0.392
C 0.154 0.602 0.487
H -0.915 -1.174 1.045
H 0.082 1.386 -0.280
H 2.635 1.732 0.347
H 3.623 0.165 0.199
H 1.395 -0.130 -2.289
C 1.516 -0.047 0.397
```

natural (NBO) atomic charge list, values in e, 5 entries: atom 1 (H): 0.205, atom 2 (H): 0.228, atom 3 (H): 0.209, atom 4 (C): -0.598, atom 5 (C): -0.218

---

(4)
ORCA calculation (ωB97M-V/def2-TZVPD) on the molecule C6H14O.

Values from the calculation:
Highest occupied orbital energy ... -9.8 eV
Structure (SMILES) ... CCCCCOC
LUMO level ... 1.145 eV
Max |F| ... 0.32 eV/A
Total charge ... 0
ΔE to the lowest compared entry with this formula, charge and spin ... 74.27 kJ/mol
Frontier orbital gap ... 10.96 eV

XYZ file:
```
21
C6H14O ωB97M-V/def2-TZVPD
H -4.370 0.058 0.067
C -3.407 0.022 -0.451
H 0.432 -1.172 1.291
H 1.801 -0.889 -0.782
H -3.501 -0.670 -1.296
H -0.855 -1.382 -0.824
H 4.522 0.925 0.786
C 3.753 0.705 0.042
H 0.136 0.564 1.332
C 0.289 -0.288 0.657
H 3.551 1.616 -0.545
C 1.549 -0.021 -0.146
H -0.908 0.363 -0.998
H 4.131 -0.068 -0.648
H -2.491 -1.369 0.936
H -3.209 1.019 -0.862
C -0.928 -0.446 -0.253
C -2.271 -0.395 0.481
O 2.609 0.274 0.729
H -2.204 0.322 1.310
H 1.373 0.833 -0.827
```

natural (NBO) atomic charge list, values in e, 5 entries: atom 1 (H): 0.209, atom 2 (C): -0.601, atom 3 (H): 0.205, atom 4 (H): 0.158, atom 5 (H): 0.201